# 1
C34H38FeN9O2S as an isolated structure. Source: the Open Molecules 2025 dataset; level of theory: ωB97M-V with the def2-TZVPD basis set.

```
85
C34H38FeN9O2S, DFT ωB97M-V with the def2-TZVPD basis set
Fe 2.48 -0.75 -0.96
C 5.22 0.02 -0.08
C 5.17 -1.51 0.03
N 4.14 -2.05 -0.90
C 4.58 -2.22 -2.30
C 3.95 -1.33 -3.28
C 4.44 -1.21 -4.54
C 3.84 -0.24 -5.39
C 2.71 0.51 -4.99
C 2.32 0.33 -3.64
C 1.14 1.05 -2.97
N 1.63 1.15 -1.53
C 2.45 2.36 -1.31
C 3.82 1.93 -0.76
N 3.86 0.58 -0.15
N 2.88 -0.61 -2.90
H 5.82 0.28 -0.95
H 5.82 0.34 0.83
H 4.96 -1.82 1.09
H 6.20 -1.86 -0.19
H 3.80 -2.97 -0.49
H 4.52 -3.32 -2.54
H 5.67 -2.06 -2.30
H 5.37 -1.74 -4.86
H 4.18 -0.05 -6.48
H 2.31 1.30 -5.67
H 0.18 0.58 -3.08
H 1.20 2.09 -3.36
H 0.88 1.09 -0.82
H 1.99 2.92 -0.46
H 2.43 3.01 -2.17
H 4.09 2.58 0.08
H 4.64 2.00 -1.47
H 3.49 0.69 0.82
C -8.58 -1.73 4.25
O -7.85 -2.54 5.21
C -6.61 -2.91 4.71
C -5.52 -2.20 5.30
C -4.26 -2.34 4.77
C -4.12 -3.24 3.63
C -5.25 -3.97 3.13
C -6.47 -3.88 3.73
N -2.89 -3.31 2.93
N -3.01 -3.67 1.71
C -2.10 -3.48 0.71
C -2.53 -3.53 -0.63
C -1.83 -2.83 -1.56
C -0.61 -2.16 -1.28
O -0.10 -1.56 -2.26
C -0.04 -2.20 0.08
N 1.16 -1.65 0.33
C 1.48 -1.47 1.67
C 0.79 -2.15 2.68
C -0.22 -3.02 2.34
C -0.80 -2.91 1.07
H -8.09 -0.81 4.22
H -9.61 -1.64 4.64
H -8.69 -2.22 3.22
H -5.70 -1.68 6.26
H -3.38 -1.78 5.19
H -5.09 -4.67 2.35
H -7.41 -4.37 3.43
H -3.49 -4.02 -0.86
H -2.08 -2.98 -2.61
H 2.36 -0.87 1.90
H 0.97 -2.00 3.81
H -0.68 -3.59 3.20
N -3.24 2.80 -1.69
C -2.10 3.16 -1.06
S -1.30 2.06 -0.11
N -1.56 4.32 -1.54
C -0.60 4.99 -0.78
C 0.53 5.45 -1.41
C 1.52 6.11 -0.70
C 1.26 6.41 0.65
C 0.11 6.02 1.31
C -0.87 5.29 0.60
H -3.64 1.93 -1.30
H -3.71 3.43 -2.29
H -1.94 4.89 -2.35
H 0.62 5.47 -2.55
H 2.47 6.47 -1.10
H 2.02 6.92 1.31
H 0.08 6.08 2.38
H -1.56 4.54 1.04
```

The calculation puts the energy relative to the best compared isomer or geometry (same formula, charge and spin) at 1.910 eV. The HOMO energy (spin up / spin down) is -8.205 / -8.203 eV. For the HOMO-LUMO gap (spin up / spin down), the calculation gives 5.791 / 5.519 eV. Its multiplicity is 5. As for the net charge: +1.

***

# 2
C29H38N6O6PS2SeTi as an isolated structure. Source: the Open Molecules 2025 dataset; level of theory: ωB97M-V with the def2-TZVPD basis set.

```
84
C29H38N6O6PS2SeTi, DFT ωB97M-V with the def2-TZVPD basis set
Ti -0.38 -0.25 -0.27
C 7.26 -0.32 -1.56
C 5.78 -0.37 -1.80
C 4.97 -1.22 -1.06
C 3.60 -1.28 -1.28
C 3.04 -0.48 -2.26
C 3.83 0.36 -3.04
C 5.19 0.41 -2.80
S 1.32 -0.48 -2.55
O 0.69 -1.61 -1.82
O 1.11 -0.43 -3.97
N 0.62 0.70 -1.75
C 1.16 2.02 -1.54
C 0.72 2.41 -0.14
O 1.11 3.36 0.47
O -0.19 1.55 0.34
H 7.49 -0.46 -0.50
H 7.68 0.63 -1.88
H 7.76 -1.11 -2.12
H 5.40 -1.84 -0.28
H 2.99 -1.95 -0.70
H 3.39 0.95 -3.84
H 5.82 1.07 -3.39
H 0.77 2.75 -2.25
H 2.25 2.05 -1.58
O 2.43 -2.06 1.95
C 1.47 -1.83 1.27
O 1.26 -0.72 0.60
C 0.36 -2.83 1.10
C 0.43 -4.10 1.63
C -0.63 -4.96 1.43
C -1.72 -4.53 0.69
C -1.71 -3.24 0.18
N -0.69 -2.40 0.38
H 1.31 -4.37 2.20
H -0.61 -5.96 1.85
H -2.56 -5.17 0.49
H -2.52 -2.86 -0.42
C -0.54 -4.70 -4.51
C -0.64 -3.22 -4.85
N -1.15 -2.50 -3.69
C -1.68 -1.30 -3.58
S -2.25 -0.76 -2.01
N -1.87 -0.45 -4.58
C -1.31 -0.41 -5.94
C -2.34 -0.77 -7.00
H -0.14 -5.25 -5.35
H -1.52 -5.11 -4.26
H 0.13 -4.85 -3.66
H -1.32 -3.08 -5.69
H 0.35 -2.83 -5.13
H -0.92 -2.91 -2.80
H -2.36 0.38 -4.29
H -0.44 -1.06 -5.98
H -0.94 0.60 -6.09
H -2.70 -1.79 -6.88
H -1.90 -0.67 -7.99
H -3.20 -0.10 -6.95
C -2.79 2.05 1.73
P -2.91 0.65 0.58
C -4.06 1.38 -0.64
C -4.01 -0.50 1.45
H -3.80 2.40 1.96
H -2.22 2.86 1.28
H -2.30 1.76 2.66
H -4.85 1.90 -0.10
H -4.50 0.62 -1.28
H -3.53 2.09 -1.28
H -4.97 -0.02 1.65
H -3.56 -0.80 2.40
H -4.18 -1.39 0.84
Se 0.45 1.13 3.04
N -0.63 -0.21 2.48
C -0.84 -0.99 3.54
C -1.63 -2.19 3.55
C -1.76 -2.88 4.70
C -1.13 -2.45 5.92
C -0.37 -1.34 5.96
C -0.21 -0.57 4.77
N 0.52 0.53 4.69
H -2.11 -2.53 2.64
H -2.36 -3.78 4.72
H -1.27 -3.05 6.81
H 0.11 -1.00 6.87
```

The calculation puts the energy relative to the best compared isomer or geometry (same formula, charge and spin) at 0.000 eV. The HOMO energy is -11.168 eV. For the HOMO-LUMO gap, the calculation gives 8.101 eV. As for the net charge: +1.

***

# 3
A 22-piece molecular cluster, C27H14Br2Cl84N2O5P3 overall. Source: the Open Molecules 2025 dataset; level of theory: ωB97M-V with the def2-TZVPD basis set.

```
137
C27H14Br2Cl84N2O5P3, DFT ωB97M-V with the def2-TZVPD basis set
C 1.58 4.56 1.05
C 2.85 3.74 1.25
Br 2.32 1.88 1.57
C 3.76 3.84 0.03
C 5.15 3.25 0.21
O 5.75 3.31 -1.06
P 7.48 3.52 -1.07
P 7.41 5.60 -1.95
N 6.61 5.36 -3.49
O 6.22 6.48 -1.17
O 7.32 4.22 0.57
C 6.17 3.91 1.22
N 6.51 2.77 2.21
C 6.11 2.70 3.36
O 5.80 2.47 4.46
P 5.76 5.32 2.44
O 7.16 6.13 2.37
Br 4.48 6.88 1.49
H 1.85 5.62 1.03
H 1.17 4.31 0.07
H 0.84 4.37 1.82
H 3.39 4.06 2.15
H 3.30 3.25 -0.77
H 3.79 4.86 -0.33
H 5.03 2.21 0.52
H 7.64 2.19 -0.57
H 7.62 3.05 -2.45
H 8.91 3.74 -0.98
H 7.17 4.64 -3.95
H 5.72 4.90 -3.28
H 5.38 6.45 -1.65
H 7.84 5.68 2.88
C 0.24 3.18 5.16
Cl -0.62 2.37 3.84
Cl 1.83 3.71 4.61
Cl -0.71 4.58 5.67
Cl 0.43 2.06 6.51
C -4.87 5.44 5.29
Cl -3.50 6.43 5.77
Cl -5.89 6.33 4.15
Cl -4.26 3.98 4.50
Cl -5.82 5.00 6.71
C 5.52 4.58 -7.41
Cl 5.54 4.31 -9.16
Cl 3.89 4.31 -6.79
Cl 6.65 3.46 -6.64
Cl 6.02 6.24 -7.05
C 1.74 5.34 -2.61
Cl 1.04 3.82 -2.04
Cl 3.38 5.07 -3.19
Cl 0.74 5.99 -3.92
Cl 1.79 6.50 -1.28
C -8.32 5.99 0.62
Cl -7.60 7.31 1.55
Cl -7.15 5.39 -0.55
Cl -8.81 4.68 1.69
Cl -9.75 6.60 -0.24
C 1.15 -2.27 3.86
Cl 1.54 -0.80 2.97
Cl 2.52 -3.39 3.79
Cl 0.81 -1.87 5.55
Cl -0.28 -3.04 3.15
C -6.15 0.54 5.87
Cl -6.66 0.57 7.56
Cl -7.01 1.80 4.98
Cl -4.41 0.83 5.77
Cl -6.51 -1.04 5.17
C 9.98 -0.98 -0.65
Cl 9.01 -2.18 -1.52
Cl 11.16 -0.27 -1.76
Cl 8.93 0.29 -0.02
Cl 10.84 -1.79 0.68
C -3.10 3.10 -1.22
Cl -4.45 3.88 -0.38
Cl -1.91 2.57 -0.03
Cl -3.69 1.70 -2.12
Cl -2.35 4.25 -2.32
C -7.19 -5.01 4.09
Cl -8.61 -3.97 3.87
Cl -7.55 -6.63 3.51
Cl -5.83 -4.34 3.18
Cl -6.77 -5.07 5.81
C -8.70 0.56 1.23
Cl -7.34 1.60 1.65
Cl -8.49 -1.00 2.01
Cl -10.20 1.30 1.81
Cl -8.79 0.36 -0.52
C -6.66 -9.67 0.65
Cl -5.40 -8.60 1.28
Cl -7.69 -8.78 -0.48
Cl -5.91 -11.03 -0.18
Cl -7.64 -10.27 1.99
C 2.25 8.03 -9.48
Cl 0.83 7.35 -8.67
Cl 2.16 9.79 -9.44
Cl 3.71 7.48 -8.65
Cl 2.29 7.47 -11.16
C -6.34 -14.20 -3.30
Cl -7.53 -15.50 -3.45
Cl -5.18 -14.60 -2.03
Cl -5.47 -13.99 -4.83
Cl -7.16 -12.69 -2.89
C 1.00 -2.98 9.40
Cl 0.67 -3.17 11.13
Cl 0.29 -1.47 8.82
Cl 2.75 -2.94 9.13
Cl 0.30 -4.34 8.52
C -1.82 -10.48 2.48
Cl -2.87 -9.84 3.74
Cl -0.51 -11.40 3.22
Cl -2.75 -11.54 1.41
Cl -1.15 -9.15 1.53
C -13.66 7.46 -1.91
Cl -14.12 6.58 -3.37
Cl -12.13 8.30 -2.19
Cl -14.91 8.63 -1.49
Cl -13.45 6.31 -0.58
C -8.67 -15.75 -8.05
Cl -9.55 -17.06 -7.24
Cl -8.11 -16.32 -9.63
Cl -9.74 -14.36 -8.27
Cl -7.29 -15.28 -7.06
C 9.52 9.50 2.77
Cl 8.73 8.60 1.49
Cl 11.16 9.95 2.28
Cl 8.60 10.97 3.14
Cl 9.61 8.50 4.23
C -3.42 -14.71 -9.72
Cl -3.18 -13.22 -10.64
Cl -1.86 -15.42 -9.31
Cl -4.29 -14.33 -8.22
Cl -4.36 -15.85 -10.68
C 13.88 -4.73 1.32
Cl 14.44 -3.59 0.10
Cl 15.13 -5.94 1.62
Cl 13.53 -3.87 2.82
Cl 12.42 -5.53 0.74
```

The HOMO energy is -3.993 eV. For the HOMO-LUMO gap, the calculation gives 4.643 eV. As for the net charge: -1.

***

# 4
A 11-piece molecular cluster, C22H56BN6O18 overall. Source: the Open Molecules 2025 dataset; level of theory: ωB97M-V with the def2-TZVPD basis set.

```
103
C22H56BN6O18, DFT ωB97M-V with the def2-TZVPD basis set
O -6.36 11.15 21.22
C -5.34 10.86 20.55
O -4.81 11.56 19.60
B -3.63 10.90 19.09
O -3.57 9.66 19.79
C -4.44 9.65 20.78
O -4.68 8.78 21.65
O -2.42 11.64 19.32
C -1.88 11.96 18.08
O -0.86 12.60 17.90
C -2.78 11.38 16.97
O -3.73 10.79 17.62
O -2.66 11.51 15.73
O -7.48 8.42 16.46
H -7.02 7.61 16.67
H -6.79 9.08 16.39
O -9.31 5.12 22.50
H -9.57 5.52 21.67
H -8.88 5.83 22.98
C -8.07 15.10 26.51
O -7.65 16.16 27.00
N -9.11 15.04 25.79
N -7.33 14.01 26.47
H -9.63 15.89 25.67
H -9.17 14.26 25.15
H -6.44 14.12 26.92
H -7.65 13.10 26.19
C -4.60 4.04 18.28
O -5.71 4.44 17.84
N -3.61 3.75 17.49
N -4.26 3.74 19.52
H -3.79 3.86 16.50
H -2.73 3.42 17.84
H -3.28 3.63 19.71
H -4.90 3.78 20.30
C -2.90 3.53 25.86
O -2.35 2.51 26.28
N -4.13 3.87 26.01
N -2.35 4.48 25.20
H -4.66 3.24 26.59
H -4.42 4.82 25.81
H -3.03 5.12 24.83
H -1.42 4.35 24.83
C 2.07 15.15 10.94
C 2.24 13.67 11.32
C 1.62 12.68 10.33
O 3.62 13.57 11.21
H 1.06 15.48 11.17
H 2.11 15.19 9.86
H 2.74 15.85 11.44
H 1.97 13.44 12.35
H 2.20 11.76 10.40
H 1.69 12.80 9.25
H 0.65 12.21 10.54
H 3.98 13.10 10.45
C -5.64 18.26 10.55
C -4.36 17.46 10.47
C -4.63 15.99 10.44
O -3.68 17.77 9.27
H -5.49 19.30 10.28
H -6.06 18.18 11.55
H -6.35 17.77 9.87
H -3.68 17.75 11.27
H -3.72 15.41 10.59
H -5.01 15.76 9.44
H -5.36 15.66 11.18
H -2.91 17.20 9.27
C 1.85 8.55 20.83
C 1.83 7.44 19.84
C 3.03 7.46 18.86
O 1.76 6.19 20.51
H 2.01 9.59 20.53
H 2.51 8.42 21.69
H 0.91 8.55 21.38
H 0.89 7.56 19.30
H 3.94 7.05 19.31
H 3.27 8.47 18.54
H 2.77 6.91 17.96
H 1.77 5.53 19.82
C -14.33 9.24 21.84
C -14.57 9.28 23.33
C -13.28 9.53 24.17
O -15.46 10.34 23.59
H -13.72 10.07 21.51
H -15.25 9.14 21.25
H -13.77 8.35 21.56
H -15.02 8.40 23.78
H -13.41 9.68 25.24
H -12.67 10.40 23.92
H -12.58 8.70 24.03
H -15.55 10.49 24.53
C -3.84 17.10 20.69
C -2.51 16.99 21.38
C -2.37 18.07 22.42
O -2.40 15.78 22.17
H -4.08 18.13 20.42
H -4.64 16.93 21.41
H -3.98 16.37 19.89
H -1.73 16.96 20.62
H -1.90 19.03 22.22
H -1.67 17.69 23.17
H -3.33 18.33 22.88
H -2.18 15.01 21.64
```

The HOMO energy is -7.590 eV. For the HOMO-LUMO gap, the calculation gives 9.129 eV. As for the net charge: -1.

***

# 5
C24H36N9O5S3Sn as an isolated structure. Source: the Open Molecules 2025 dataset; level of theory: ωB97M-V with the def2-TZVPD basis set.

```
78
C24H36N9O5S3Sn, DFT ωB97M-V with the def2-TZVPD basis set
Sn 0.23 -0.99 0.57
C -0.46 3.07 -2.47
N 0.17 1.87 -3.01
C 1.01 2.08 -4.18
C 0.05 0.71 -2.36
O -0.60 0.61 -1.31
C 0.74 -0.53 -2.91
O 0.33 -1.66 -2.18
C -0.85 -2.28 -2.65
C -1.60 -2.89 -1.47
O -1.22 -2.73 -0.31
N -2.70 -3.60 -1.75
C -3.42 -4.24 -0.66
C -3.08 -3.97 -3.11
H -1.03 3.57 -3.27
H 0.30 3.76 -2.11
H -1.13 2.80 -1.66
H 0.41 2.49 -5.00
H 1.48 1.17 -4.52
H 1.80 2.80 -3.94
H 1.82 -0.43 -2.77
H 0.54 -0.66 -3.98
H -0.60 -3.07 -3.36
H -1.51 -1.56 -3.14
H -3.27 -3.67 0.25
H -3.08 -5.27 -0.50
H -4.48 -4.26 -0.90
H -2.88 -3.17 -3.81
H -4.15 -4.17 -3.12
H -2.56 -4.88 -3.44
O -2.68 3.57 2.16
C -3.56 2.74 1.58
C -4.82 3.25 1.27
C -5.77 2.45 0.68
C -5.50 1.12 0.37
C -4.25 0.61 0.67
C -3.27 1.39 1.28
C -1.95 0.78 1.55
O -1.77 -0.46 1.24
N -1.03 1.56 2.08
N 0.15 0.86 2.31
C 1.16 1.57 2.65
S 1.17 3.32 2.67
C 2.86 3.45 3.32
C 3.66 2.26 2.82
S 2.65 0.79 3.12
H -1.84 3.06 2.30
H -5.02 4.28 1.52
H -6.74 2.87 0.44
H -6.25 0.50 -0.10
H -4.00 -0.42 0.44
H 2.82 3.47 4.40
H 3.28 4.39 2.96
H 4.59 2.14 3.38
H 3.88 2.33 1.75
N -0.14 -2.15 2.97
N 0.53 -3.24 3.52
C 1.34 -4.04 2.79
N 1.83 -5.09 3.46
S 1.71 -3.80 1.18
H -0.04 -1.33 3.56
H -1.12 -2.35 2.82
H 0.28 -3.53 4.45
H 1.71 -5.21 4.45
H 2.50 -5.68 2.99
N 4.29 -1.14 0.21
C 4.10 0.14 -0.20
C 5.20 0.98 -0.49
C 4.96 2.28 -0.86
C 3.64 2.75 -0.93
C 2.64 1.85 -0.65
N 2.84 0.57 -0.31
H 5.21 -1.54 0.23
H 3.50 -1.74 0.38
H 6.21 0.59 -0.42
H 5.79 2.94 -1.08
H 3.42 3.77 -1.20
H 1.60 2.15 -0.68
```

The calculation puts the energy relative to the best compared isomer or geometry (same formula, charge and spin) at 0.396 eV. The HOMO energy is -9.727 eV. For the HOMO-LUMO gap, the calculation gives 7.956 eV. As for the net charge: +1.

***

Number 1: largest force on an atom 3.1 eV/Å, E_tot -3623.27829 Ha. Number 2: largest force on an atom 0.7 eV/Å, E_tot -6296.47748 Ha. Number 3: largest force on an atom 1.1 eV/Å, E_tot -46350.98465 Ha. Number 4: largest force on an atom 6.3 eV/Å, E_tot -2579.83801 Ha. Number 5: largest force on an atom 0.4 eV/Å, E_tot -3213.90947 Ha.